# 1
Molecular formula: C16H39BrF2N8O6P2
Method: DFT, ωB97M-V/def2-TZVPD

Structure (XYZ):
```
74
Properties=species:S:1:pos:R:3:forces:R:3:mulliken_charge:R:1
Br 1.9246 -1.7830 0.3283 0.070 -0.229 -0.047 -0.05
P 3.5649 3.2027 -0.9910 -0.035 3.448 -2.505 0.37
P -4.0892 -2.1651 2.2663 -0.664 -2.691 -3.080 0.46
F 0.4603 -2.7105 -3.9682 0.147 -0.067 -0.009 -0.21
F 1.1126 -4.3694 -2.1723 0.052 0.096 -0.084 -0.26
O 3.8806 -1.7264 -3.3704 0.331 0.210 -0.408 -0.46
O 2.3267 2.3796 -0.9718 1.022 -1.820 1.411 -0.81
O 1.9944 -1.1167 -2.4114 -0.122 -0.391 0.409 -0.30
O -1.4288 -1.7527 -3.4041 0.407 -0.081 0.078 -0.43
O -2.8356 -1.3781 2.1541 -0.647 1.360 2.025 -0.90
O -0.0934 -4.2008 -0.3479 0.267 -0.033 -0.275 -0.34
N -4.8016 -1.9312 0.7360 0.456 0.124 -0.171 0.31
N 5.2406 3.2081 -0.5628 -0.850 -1.545 1.516 0.18
N 3.1543 4.6836 -0.2473 0.314 0.141 -0.300 0.19
N -3.6104 -3.7840 2.5288 -0.521 -0.098 -0.256 0.27
N 0.4029 -0.0618 -1.2032 0.306 0.035 -0.349 -0.52
N 3.8582 3.3704 -2.6595 -0.567 -0.155 -0.085 0.32
N -5.6059 -2.2600 3.1022 1.264 1.120 1.506 0.21
N 0.0276 -2.3418 -1.7011 1.295 -0.853 -0.710 0.47
C 3.0293 -1.9814 -2.5896 0.306 -0.248 -0.195 0.20
C 2.2051 5.5700 -0.9048 -0.214 -0.028 -0.124 -0.90
C -2.8864 -3.9095 3.7872 -0.024 0.125 0.197 -1.14
C -5.2302 -3.0078 -0.1281 -0.487 -0.064 0.153 -1.02
C 5.7211 1.9050 -0.0780 -0.055 -0.165 -0.325 -0.92
C -0.3979 -2.2210 -3.0745 -1.012 0.441 0.147 0.44
C 5.8489 4.2915 0.2006 -0.007 0.155 0.098 -0.93
C -4.3260 -0.7854 -0.0320 0.289 -0.058 -0.075 -0.86
C 4.0403 4.6433 -3.3213 0.524 0.066 0.043 -1.11
C 0.3326 -3.6891 -1.3207 -0.683 0.002 0.695 0.36
C -6.0770 -3.4889 3.7281 0.019 -0.167 0.043 -0.95
C 3.2157 2.3973 -3.5361 -0.293 0.043 0.039 -0.80
C -2.9258 -4.4939 1.4569 0.202 0.067 -0.184 -1.32
C -5.8592 -1.1088 3.9792 -0.020 0.225 -0.270 -0.94
C 2.7854 4.4739 1.1489 0.107 -0.177 0.156 -1.14
C 1.0635 -1.3095 -1.3668 -0.697 0.996 0.350 0.10
H -5.5342 -3.7646 4.6405 -0.057 0.002 -0.001 0.30
H -2.6739 -5.5011 1.7962 0.036 0.055 0.137 0.39
H -2.0048 -3.9982 1.1360 0.018 -0.018 0.038 0.60
H 2.1711 2.6552 -3.7597 0.020 -0.010 -0.043 0.27
H 3.0431 -2.8996 -1.9976 -0.357 0.094 0.254 0.42
H -3.5710 -4.6213 0.5930 0.035 0.049 0.065 0.18
H -3.4300 -3.4084 4.5937 0.063 0.024 -0.037 0.34
H 2.7626 5.4301 1.6745 0.007 0.029 -0.048 0.36
H -5.2429 -1.1268 4.8864 -0.070 -0.010 0.041 0.32
H 3.2264 1.4040 -3.0966 0.005 -0.001 0.024 0.11
H -5.6453 -0.1797 3.4453 0.026 -0.019 0.017 0.28
H 4.5953 4.5015 -4.2522 -0.002 -0.054 0.004 0.34
H -2.7967 -4.9628 4.0604 -0.019 -0.016 -0.051 0.36
H -5.6950 -3.8159 0.4403 0.093 0.002 0.061 0.26
H -5.9871 -2.6437 -0.8284 0.010 0.052 0.014 0.35
H 4.6278 5.3315 -2.7106 -0.073 -0.024 0.081 0.28
H 2.0567 6.4517 -0.2785 -0.015 -0.066 0.091 0.36
H 3.0843 5.1188 -3.5734 0.057 -0.009 -0.099 0.38
H 5.3832 1.1107 -0.7486 -0.013 0.012 0.018 0.27
H 5.6227 5.2566 -0.2393 -0.098 -0.013 -0.008 0.26
H 3.7691 2.3463 -4.4755 0.033 0.078 0.009 0.36
H 6.8106 1.8843 -0.0680 0.008 0.062 -0.043 0.35
H -6.0341 -4.3230 3.0364 0.097 0.012 -0.026 0.26
H 1.8093 3.9858 1.2508 -0.001 0.031 -0.003 0.32
H 0.7696 0.5782 -1.9014 -0.028 0.129 0.087 0.23
H 1.2272 5.1024 -1.0781 0.004 0.003 0.037 0.27
H 3.5260 3.8439 1.6502 -0.072 -0.018 -0.024 0.32
H 5.5592 4.3132 1.2579 0.057 -0.003 -0.017 0.31
H -4.4017 -3.4189 -0.7188 -0.082 0.035 -0.077 0.34
H -3.3904 -0.9911 -0.5669 -0.015 0.031 -0.029 0.21
H -5.0912 -0.5070 -0.7603 -0.034 -0.090 -0.003 0.35
H 5.3601 1.6732 0.9311 0.078 0.010 0.027 0.31
H -6.9080 -1.0825 4.2759 -0.022 -0.053 -0.049 0.36
H -1.8850 -3.4661 3.7350 -0.003 -0.026 -0.007 0.32
H -7.1249 -3.3310 3.9940 0.022 0.072 0.023 0.40
H 6.9303 4.1479 0.1500 -0.014 -0.077 0.007 0.40
H 2.5926 5.9308 -1.8518 -0.032 -0.062 0.042 0.23
H 0.6225 0.3558 -0.3098 -0.180 0.026 0.045 0.34
H -4.1558 0.0713 0.6137 0.041 -0.023 0.027 0.29
```
Forces are in eV/Å.

Calculated values
Frontier orbital gap ... 8.08 eV
SMILES ... N[C@](Br)(OC=O)N(C(=O)F)C(=O)F.CN(C)P(=O)(N(C)C)N(C)C.CN(C)P(=O)(N(C)C)N(C)C
Max |F| ... 4.26 eV/A
HOMO level ... -8.07 eV
Charge ... 0
LUMO energy ... 0.01 eV

=====

# 2
Molecular formula: C27H28Cl3N2O2PtSTe
Method: DFT, ωB97M-V/def2-TZVPD

Structure (XYZ):
```
65
Properties=species:S:1:pos:R:3:forces:R:3:mulliken_spin:R:1
Pt -0.4916 -0.0490 -0.4130 0.315 0.238 0.019 1.27
Te -1.8929 -2.1329 -0.8756 0.315 -0.248 -0.108 0.40
Cl -3.1585 0.8974 -0.3464 -0.285 0.277 -0.267 0.04
Cl -6.4786 0.3957 3.8196 -0.384 -0.051 0.188 0.00
Cl -1.1791 0.6046 4.6716 0.212 -0.014 0.130 0.00
S 1.8959 0.1648 -1.0855 -0.613 -0.682 0.178 0.15
O -1.0220 0.7846 1.7400 0.757 0.000 -0.655 0.08
O -0.5085 2.0510 -1.3322 -0.220 0.070 0.239 0.02
N 3.7050 2.0657 -0.9854 -0.211 0.072 -0.015 0.01
N 1.6265 2.9028 -1.0356 -0.058 0.597 0.270 0.01
C 2.3681 1.8175 -1.0284 0.005 -0.481 -0.194 0.00
C 3.8766 3.9590 0.5933 0.037 -0.084 -0.091 0.00
C -4.6632 0.6094 1.8387 0.015 0.011 0.183 -0.01
C -0.8617 -4.7674 0.3831 0.051 0.089 0.191 -0.05
C 4.6850 1.0169 -0.8323 0.187 -0.442 0.067 0.02
C -0.8386 -6.2204 -1.9751 -0.001 -0.124 0.130 0.00
C 4.7834 0.4777 0.5954 -0.017 0.104 -0.184 0.00
C -3.7871 0.5155 4.0772 -0.071 -0.013 -0.193 0.00
C -2.2084 0.7084 2.1751 -0.591 -0.020 0.067 0.01
C -1.6061 4.5430 -0.8521 0.057 -0.123 -0.008 0.00
C -0.6711 -8.3900 -0.7077 0.035 0.058 0.022 0.00
C -0.7248 -6.8920 -0.7702 0.019 -0.013 0.025 0.01
C -2.5106 0.6041 3.5664 -0.029 0.050 -0.146 0.01
C 4.1381 3.4387 -0.8192 -0.001 0.459 0.114 0.00
C -4.8630 0.5099 3.2042 0.212 0.037 -0.171 0.00
C -2.1306 5.8141 -0.7148 -0.087 0.056 0.005 0.00
C -1.2851 6.9106 -0.6686 -0.043 0.085 -0.015 0.00
C -0.8300 -4.0179 1.6822 -0.003 0.098 0.051 0.02
C -0.2300 4.3557 -0.9426 -0.382 0.205 -0.094 0.01
C -0.6894 -6.1445 0.3961 -0.029 -0.049 -0.100 0.00
C -3.3778 0.7280 1.3576 0.071 -0.109 0.406 -0.01
C -1.0115 -4.8452 -2.0180 0.003 0.142 -0.172 -0.02
C -1.1347 -4.1694 -3.3483 -0.021 0.037 -0.108 0.02
C 0.0862 6.7325 -0.7680 0.050 0.139 0.004 0.00
C 0.2953 2.9682 -1.1068 0.368 -0.337 -0.222 0.00
C 0.6141 5.4612 -0.9024 -0.026 -0.157 0.019 0.00
C -1.0828 -4.1146 -0.8318 0.016 0.156 0.074 0.05
H 5.1262 1.2498 1.2798 0.052 0.047 0.090 0.00
H -5.4966 0.5972 1.1528 -0.059 0.028 -0.012 0.00
H 5.2037 3.4851 -1.0541 -0.044 -0.024 -0.039 0.00
H -2.2513 3.6775 -0.8874 -0.009 -0.084 0.000 0.00
H 4.4151 0.2012 -1.5084 0.162 0.077 0.045 -0.01
H -0.1577 -4.4980 2.3932 -0.026 -0.070 0.024 0.00
H -1.8270 -3.9779 2.1265 -0.005 0.083 0.042 0.00
H 1.6777 5.2945 -0.9784 0.052 0.045 -0.004 0.00
H 3.8101 0.1203 0.9204 -0.034 -0.016 0.057 0.00
H -2.1664 -3.8675 -3.5290 -0.042 0.092 -0.083 0.00
H -0.4931 -2.9938 1.5273 -0.026 0.019 0.094 -0.02
H -3.9429 0.4442 5.1431 0.012 -0.003 0.046 0.00
H 0.7436 7.5922 -0.7477 0.031 0.014 0.029 0.00
H -0.8209 -4.8315 -4.1534 -0.001 -0.065 -0.049 0.00
H 5.4824 -0.3538 0.6286 0.123 -0.114 0.034 0.00
H -0.6929 -8.8208 -1.7067 0.029 -0.088 -0.024 0.00
H -1.6981 7.9040 -0.5581 -0.002 0.072 -0.006 0.00
H -3.2017 5.9504 -0.6515 -0.041 0.008 0.044 0.00
H 0.2312 -8.7248 -0.1955 0.020 -0.106 0.000 0.00
H -0.5573 -6.6575 1.3416 0.026 0.027 0.113 0.00
H -1.5328 -8.7629 -0.1514 0.023 -0.114 -0.008 0.00
H -0.8181 -6.7827 -2.9001 0.001 -0.027 -0.105 0.00
H 4.0597 5.0297 0.6559 0.084 0.119 0.015 0.00
H 3.5953 4.0573 -1.5364 0.150 -0.033 0.024 0.00
H 4.5067 3.4493 1.3182 0.083 0.015 0.094 0.00
H 2.8364 3.7730 0.8466 -0.027 0.063 0.065 0.00
H 5.6543 1.4222 -1.1435 -0.158 -0.075 -0.050 0.00
H -0.5196 -3.2713 -3.3736 -0.026 0.077 -0.074 -0.01
```
Forces are in eV/Å.

Calculated values
Frontier orbital gap (spin up / spin down) ... 6.93 / 6.04 eV
Max |F| ... 1.00 eV/A
HOMO level (spin up / spin down) ... -4.43 / -4.52 eV
Charge ... -1
LUMO energy (spin up / spin down) ... 2.50 / 1.52 eV
Multiplicity ... 3

=====

# 3
Molecular formula: C30H66N6O18
Method: DFT, ωB97M-V/def2-TZVPD

Structure (XYZ):
```
120
Properties=species:S:1:pos:R:3:forces:R:3:mulliken_charge:R:1
O 16.5839 12.1376 16.4012 1.463 -1.112 1.826 0.23
O 18.8645 12.9183 12.1173 -0.953 0.686 -0.370 -0.72
O 17.7186 10.5508 17.3617 -1.395 -3.295 -1.488 -0.28
O 14.5869 10.9427 13.0968 -0.801 0.010 0.294 0.76
O 12.6309 12.0905 13.1175 1.749 2.181 -1.862 -0.53
O 10.3997 8.8965 15.6774 0.040 -1.574 -0.175 -0.28
O 17.9566 12.4858 18.2957 -0.872 1.111 -0.686 -0.62
O 10.8605 6.8179 14.7685 0.281 0.331 0.935 -0.37
O 11.3644 8.9736 10.6495 -0.972 -1.031 -1.263 -0.32
O 9.3054 6.9642 16.3217 0.341 0.086 -0.394 -0.38
O 20.6656 7.6599 14.2132 -3.082 0.231 -2.806 -0.32
O 20.0603 7.4377 16.3540 -0.203 -0.062 -0.540 -0.61
O 18.5926 7.7213 14.6626 -1.223 -0.371 -0.288 -0.18
O 14.5490 13.0303 12.2425 -1.426 -0.845 0.433 -0.47
O 13.2764 8.0862 19.1255 0.191 -0.116 -1.175 -0.67
O 15.4212 13.9880 8.7288 -1.721 -1.831 1.594 -0.69
O 8.2836 10.4130 12.4665 0.180 -0.074 -2.755 -0.55
O 15.7260 8.1231 11.8434 -1.506 0.139 -1.014 -0.60
N 14.0793 9.4952 17.5636 0.485 -0.174 0.039 0.31
N 14.7845 11.8562 8.3039 -0.508 1.052 0.754 0.18
N 14.9597 7.1937 9.9183 -2.261 -0.949 -1.853 0.13
N 17.6933 14.8827 12.1812 1.904 1.423 0.298 0.15
N 10.1768 10.1565 9.1353 -1.014 -0.214 -0.424 0.24
N 8.1045 11.5254 14.4157 -0.388 -0.127 0.183 0.16
C 19.7966 7.5773 15.1725 -0.201 0.028 2.359 0.83
C 13.7911 6.5905 9.1952 0.662 0.222 0.888 -0.92
C 10.3058 11.3639 9.9711 0.470 -0.898 -0.535 -0.91
C 13.8899 10.7052 18.3680 -0.064 0.054 -0.028 -0.90
C 10.6785 8.9793 9.6105 0.803 1.935 0.714 -0.19
C 16.4871 15.6458 12.0812 -1.232 -0.740 -0.071 -0.86
C 17.8399 13.5799 11.9230 0.223 -0.616 0.340 0.24
C 15.8574 11.6046 7.3316 -1.252 0.191 0.355 -0.96
C 10.2336 7.6925 15.6007 -0.567 0.196 0.239 0.51
C 21.9880 7.7030 14.4006 2.749 -0.039 1.308 -0.70
C 9.7899 10.4243 7.7263 0.172 0.040 0.657 -0.90
C 14.7797 7.7778 11.1144 2.083 -0.790 1.372 0.66
C 11.8328 7.2833 13.8050 -0.401 0.744 -1.238 -0.32
C 16.0246 10.8300 13.0968 0.646 -0.139 0.305 -0.36
C 8.1818 10.3865 13.6476 0.081 1.155 1.809 -0.14
C 18.8351 15.7367 12.5354 0.563 -0.040 -0.094 -1.09
C 13.9673 12.0841 12.7361 0.174 -0.550 1.137 -0.01
C 14.7071 13.0004 9.0501 2.278 2.185 -2.832 0.12
C 18.6852 9.9279 18.1865 1.510 0.262 0.221 -0.73
C 8.6234 7.5853 17.4422 0.148 1.431 -0.286 -0.37
C 14.5734 9.6325 16.2304 0.106 0.934 -0.685 0.79
C 14.0407 10.7511 8.8017 0.272 -1.293 0.334 -0.19
C 17.4590 11.8019 17.4351 0.040 1.501 0.434 0.48
C 8.2424 12.8719 13.9095 0.265 0.697 -0.997 -0.90
C 11.8193 11.0234 13.5519 1.306 -1.685 -0.195 0.87
C 16.0649 13.4459 16.4002 0.805 0.932 0.133 -0.70
C 17.3994 7.4638 15.4612 0.645 0.669 0.091 -0.05
C 8.2031 11.3759 15.8378 -0.098 0.145 0.946 -0.94
C 13.6931 8.2810 17.9746 -0.905 -0.153 3.102 0.16
C 16.1720 7.2291 9.1178 0.506 0.755 1.409 -0.81
H 8.1943 9.4286 14.1902 -0.225 0.270 0.456 0.44
H 12.0663 10.1294 12.9792 0.249 -0.220 0.162 -0.09
H 9.6169 9.5339 7.1218 0.352 -0.170 0.286 0.34
H 9.2955 7.6349 18.2989 -0.021 0.187 -0.159 0.31
H 12.3191 6.4798 13.2520 -0.633 -0.775 0.596 0.34
H 11.2896 7.8334 13.0366 0.021 0.244 0.033 0.29
H 9.4174 11.9911 9.8976 0.073 -0.112 -0.112 0.40
H 7.8734 13.0012 12.8920 -0.243 -0.459 0.047 0.34
H 8.2222 8.5576 17.1564 0.949 0.542 -0.099 -0.04
H 15.5617 10.0901 16.1860 0.007 -0.128 0.193 -0.57
H 13.0940 11.3176 17.9442 -0.344 -0.136 -0.068 0.32
H 13.5046 7.1674 8.3158 0.205 -0.051 -0.142 0.28
H 14.6275 8.6738 15.7147 -0.274 0.044 0.089 -0.11
H 16.9945 7.1926 9.8322 0.228 -0.076 -0.189 0.30
H 18.5027 16.7050 12.9095 -0.337 -0.076 -0.288 0.44
H 16.2654 6.4120 8.4025 -0.355 0.078 0.163 0.33
H 14.0762 5.5683 8.9463 -0.018 0.084 -0.375 0.39
H 7.8757 12.2475 16.4045 -0.010 0.426 -0.522 0.40
H 13.7513 7.4144 17.2981 0.278 0.498 -0.455 0.41
H 7.7589 13.6372 14.5165 -0.461 -0.514 0.293 0.34
H 12.9061 6.4953 9.8243 0.163 0.331 0.266 0.26
H 10.4465 8.1187 8.9642 0.190 -0.094 0.223 0.38
H 13.6631 10.4991 19.4140 -0.094 -0.430 -0.304 0.44
H 16.4507 10.8968 12.0957 -0.161 0.054 0.126 0.43
H 15.1264 13.5118 16.9506 -0.307 -0.175 -0.536 0.24
H 16.5689 10.8949 7.7538 0.354 0.252 0.007 0.31
H 7.6595 7.2006 17.7755 0.416 -1.658 -0.602 0.29
H 10.5623 11.0566 7.2885 0.271 -0.234 -0.253 0.31
H 17.2672 6.4094 15.7035 0.143 -0.024 -0.378 0.42
H 15.7372 15.1352 11.4769 0.015 -0.243 0.201 0.14
H 16.5935 7.8770 14.8547 0.086 -0.389 -0.036 -0.23
H 16.7333 14.1398 16.9099 0.232 -0.096 0.045 0.44
H 16.8734 13.1816 11.5771 0.221 -0.372 -0.128 0.26
H 11.1889 11.8546 9.5619 -0.013 0.671 0.430 0.42
H 16.0795 13.7192 15.3451 -0.770 0.205 0.128 0.05
H 16.2905 9.8726 13.5450 -0.603 -0.293 -0.579 -0.37
H 18.5579 10.0906 19.2568 -0.072 0.630 -0.202 0.31
H 12.6942 7.8865 14.0920 -0.459 0.263 1.107 0.05
H 14.7142 10.1815 9.4421 -0.105 -0.629 0.147 0.27
H 16.2269 8.2071 8.6398 0.125 -0.075 -0.442 0.15
H 19.4329 15.8885 11.6367 0.110 0.185 -0.013 0.32
H 22.1243 7.9311 15.4577 0.821 -0.183 0.036 0.36
H 13.1844 11.0080 9.4253 0.078 0.355 -0.153 -0.53
H 15.3863 11.1291 6.4713 0.095 -0.024 -0.157 0.31
H 10.4652 11.0436 11.0007 -0.017 0.216 -0.223 0.02
H 18.7754 8.8474 18.0747 -0.881 0.075 -0.698 0.25
H 12.0812 10.8642 14.5979 -0.813 -0.227 0.051 0.14
H 8.8872 11.0264 7.6225 -0.227 -0.111 0.578 0.30
H 16.2647 12.5695 7.0298 0.255 -0.284 0.227 0.33
H 19.6219 10.3044 17.7755 0.369 0.083 0.786 0.30
H 19.5266 15.4035 13.3093 -0.303 -0.797 -0.047 0.32
H 22.4583 8.4687 13.7837 -0.265 0.105 -0.031 0.22
H 13.7326 7.7334 11.4519 0.026 0.335 -0.065 -0.16
H 17.4208 8.0126 16.4027 0.234 0.080 -0.071 0.00
H 16.6023 16.6186 11.6034 0.412 -0.008 0.218 0.41
H 13.6870 10.1048 7.9984 -0.018 -0.024 -0.106 0.35
H 16.5413 11.4883 13.7951 -0.518 0.873 -0.283 0.14
H 10.7693 11.1549 13.2905 0.118 0.825 0.490 -0.46
H 9.2622 13.2520 13.8495 0.538 -0.467 0.142 0.28
H 16.1439 15.7188 13.1132 -0.609 0.629 -0.119 0.35
H 13.9039 10.3205 15.7141 -0.001 -0.121 -0.521 -0.21
H 13.9220 13.0109 9.8220 0.315 0.024 -0.038 0.42
H 9.2426 11.2115 16.1215 -0.131 -0.499 0.355 0.25
H 14.7485 11.3768 18.3733 0.445 -0.412 -0.242 0.07
H 7.4861 10.6322 16.1854 0.525 -0.534 0.016 0.26
H 22.4114 6.7410 14.1117 0.269 -0.047 0.283 0.25
```
Forces are in eV/Å.

Calculated values
Frontier orbital gap ... 9.10 eV
SMILES ... COC(=O)OC.COC(=O)OC.COC(=O)OC.COC(=O)OC.CN(C)C=O.CN(C)C=O.CN(C)C=O.CN(C)C=O.CN(C)C=O.CN(C)C=O
Max |F| ... 4.24 eV/A
HOMO level ... -8.75 eV
Charge ... 0
LUMO energy ... 0.34 eV